1.
3 unconnected molecules or ions with the total composition C15H39N4O5P. Source: the OMol25 dataset; level of theory: ωB97M-V/def2-TZVPD.

Output
DFT total energy   -41671.1719 eV
Energy above the lowest of the compared OMol25 structures with the same formula, charge and spin   0.00 kJ/mol
Maximum force   0.8 eV/A
SMILES   NPCCC(N)=O.COCCNCCOC.COCCNCCOC
HOMO energy   -8.30 eV
Frontier orbital gap   0.325 hartree
LUMO level   0.530 eV
Total charge   0

Cartesian coordinates (Å):
N 3.14 -3.01 -0.85
P 3.21 -1.30 -0.51
C 1.47 -0.75 -0.72
C 0.59 -1.55 -1.70
C -0.38 -2.45 -0.98
N -0.02 -3.84 -0.84
O -1.41 -2.03 -0.50
H 3.80 -3.25 -1.58
H 3.47 -3.49 -0.02
H 3.70 -0.84 -1.75
H 1.00 -0.69 0.26
H 1.55 0.27 -1.07
H 0.00 -0.85 -2.29
H 1.21 -2.13 -2.39
H 0.67 -3.89 -0.09
H 0.54 -4.08 -1.65
C -3.38 -3.30 7.14
O -2.16 -3.69 6.56
C -2.29 -4.58 5.45
C -1.89 -3.90 4.16
N -2.84 -2.87 3.77
C -2.42 -2.03 2.65
C -1.17 -1.18 2.82
O -1.30 -0.12 3.75
C -1.05 -0.46 5.10
H -3.14 -2.77 8.07
H -3.95 -2.62 6.49
H -4.01 -4.16 7.38
H -3.31 -4.96 5.38
H -1.61 -5.42 5.63
H -1.84 -4.65 3.37
H -0.87 -3.50 4.30
H -3.03 -2.28 4.57
H -3.25 -1.36 2.43
H -2.29 -2.67 1.78
H -0.99 -0.70 1.85
H -0.28 -1.78 3.05
H -0.30 -1.25 5.19
H -1.97 -0.78 5.61
H -0.69 0.43 5.61
C -1.42 3.83 -5.28
O -0.11 3.99 -5.79
C 0.45 5.27 -5.58
C 1.59 5.21 -4.59
N 1.11 4.92 -3.25
C 2.16 4.63 -2.27
C 3.05 3.42 -2.50
O 2.39 2.17 -2.38
C 1.71 1.73 -3.54
H -1.80 2.88 -5.65
H -1.45 3.81 -4.19
H -2.08 4.63 -5.64
H -0.31 5.98 -5.25
H 0.84 5.62 -6.54
H 2.10 6.18 -4.58
H 2.31 4.46 -4.96
H 0.48 4.14 -3.29
H 1.67 4.50 -1.30
H 2.80 5.52 -2.18
H 3.81 3.42 -1.71
H 3.59 3.47 -3.45
H 2.22 2.05 -4.45
H 0.67 2.06 -3.57
H 1.70 0.63 -3.51


2.
8 unconnected molecules or ions with the total composition C27H73N3O8 at a distorted geometry. Source: the OMol25 dataset; level of theory: ωB97M-V/def2-TZVPD.

Output
DFT total energy   -50027.8830 eV
Energy above the lowest of the compared OMol25 structures with the same formula, charge and spin   343.57 kJ/mol
Maximum force   4.1 eV/A
SMILES   COC[C@H](C)N.COC[C@H](C)N.COC[C@H](C)N.CC(C)O.CC(C)O.CC(C)O.CC(C)O.CC(C)O
HOMO energy   -8.86 eV
Frontier orbital gap   0.341 hartree
LUMO level   0.415 eV
Total charge   0

Cartesian coordinates (Å):
C -5.58 16.18 15.39
O -5.81 17.40 16.02
C -7.10 17.93 15.77
C -7.36 18.35 14.23
C -6.22 19.27 13.74
N -8.64 18.94 14.07
H -5.42 16.21 14.32
H -6.45 15.54 15.48
H -4.72 15.64 15.80
H -7.81 17.13 15.95
H -7.38 18.68 16.52
H -7.25 17.41 13.68
H -6.24 19.16 12.65
H -5.24 18.88 14.02
H -6.18 20.27 14.18
H -8.61 19.35 13.15
H -8.83 19.73 14.67
C -11.53 19.01 16.81
O -12.77 19.72 16.64
C -12.62 20.84 15.73
C -13.91 21.27 15.21
C -15.08 21.67 16.13
N -14.36 20.10 14.39
H -11.11 18.46 15.96
H -11.59 18.30 17.64
H -10.75 19.73 17.06
H -12.20 21.70 16.25
H -11.94 20.49 14.95
H -13.86 22.10 14.51
H -15.31 21.07 17.01
H -15.96 21.67 15.48
H -15.01 22.70 16.45
H -15.37 20.17 14.36
H -14.17 19.34 15.02
C -2.67 14.02 13.40
O -1.67 13.19 13.96
C -1.99 11.85 14.02
C -0.63 11.06 14.33
C -0.86 9.57 14.50
N -0.14 11.65 15.62
H -2.53 14.09 12.32
H -2.79 15.02 13.83
H -3.71 13.73 13.57
H -2.73 11.78 14.82
H -2.40 11.43 13.11
H -0.02 11.27 13.45
H 0.04 8.98 14.71
H -1.39 9.04 13.71
H -1.60 9.50 15.30
H -0.23 12.64 15.44
H -0.58 11.31 16.46
C -12.05 18.00 12.51
C -11.43 16.58 12.17
C -10.38 16.63 11.02
O -10.77 16.25 13.40
H -11.32 18.65 12.99
H -12.87 17.97 13.22
H -12.43 18.46 11.60
H -12.22 15.87 11.92
H -9.64 17.41 11.22
H -10.75 16.97 10.05
H -9.92 15.67 10.82
H -10.20 16.97 13.69
C -9.92 24.41 13.25
C -9.57 23.15 12.42
C -8.20 22.47 12.75
O -10.65 22.20 12.67
H -9.12 25.15 13.17
H -9.98 24.35 14.34
H -10.84 24.71 12.76
H -9.66 23.27 11.34
H -7.43 23.23 12.65
H -8.01 21.62 12.09
H -8.25 22.10 13.77
H -11.33 22.31 12.00
C -8.23 14.51 18.21
C -7.38 15.12 19.33
C -6.82 16.59 19.00
O -7.97 15.16 20.56
H -7.79 14.50 17.21
H -9.20 14.96 18.03
H -8.35 13.44 18.38
H -6.48 14.52 19.48
H -6.21 16.61 18.09
H -6.04 17.00 19.64
H -7.64 17.31 18.99
H -7.33 15.08 21.27
C -2.09 16.32 19.53
C -1.78 17.75 19.14
C -2.84 18.43 18.22
O -1.63 18.55 20.33
H -3.03 16.24 20.09
H -1.23 15.91 20.05
H -2.10 15.62 18.70
H -0.85 17.75 18.57
H -3.75 18.77 18.73
H -3.28 17.69 17.55
H -2.45 19.33 17.75
H -1.61 19.42 19.92
C -9.11 21.13 19.91
C -7.59 21.10 20.32
C -6.71 20.63 19.18
O -7.22 22.34 20.86
H -9.76 21.39 20.74
H -9.49 20.18 19.53
H -9.21 21.92 19.16
H -7.42 20.39 21.13
H -5.84 20.15 19.63
H -6.34 21.36 18.45
H -7.32 19.96 18.59
H -7.70 22.40 21.69


3.
13 unconnected molecules or ions with the total composition C13H39N13O26 at a distorted geometry. Source: the OMol25 dataset; level of theory: ωB97M-V/def2-TZVPD.

Output
DFT total energy   -86670.8914 eV
Energy above the lowest of the compared OMol25 structures with the same formula, charge and spin   122.52 kJ/mol
Maximum force   4.4 eV/A
⟨S²⟩   0.76
HOMO energy (alpha / beta)   -12.75 / -12.75 eV
Frontier orbital gap (alpha / beta)   0.268 / 0.100 hartree
LUMO level (alpha / beta)   -5.459 / -10.029 eV
Multiplicity   2
Total charge   +1

Cartesian coordinates (Å):
C 5.87 -0.23 1.19
N 4.63 0.48 0.75
O 3.73 -0.21 0.36
O 4.51 1.69 0.87
H 5.77 -1.16 1.75
H 6.37 0.48 1.86
H 6.45 -0.29 0.28
C 0.59 -0.13 0.00
N -0.80 -0.51 -0.39
O -1.03 -1.25 -1.31
O -1.62 -0.12 0.41
H 1.12 -0.81 -0.66
H 0.69 -0.26 1.08
H 0.66 0.91 -0.31
C -4.59 1.39 -1.62
N -3.82 1.43 -2.82
O -3.91 0.39 -3.44
O -3.08 2.40 -3.08
H -5.11 2.35 -1.61
H -3.90 1.18 -0.81
H -5.40 0.67 -1.51
C 3.66 4.71 0.04
N 2.47 4.16 -0.64
O 2.12 3.06 -0.23
O 2.18 4.61 -1.69
H 3.35 5.69 0.39
H 4.57 4.75 -0.57
H 3.88 4.02 0.86
C -1.30 3.79 0.90
N -2.73 3.98 0.60
O -3.47 3.08 0.86
O -3.10 5.02 0.08
H -1.09 4.28 1.85
H -0.64 4.15 0.10
H -1.12 2.75 1.15
C -0.58 -4.18 -0.84
N 0.20 -5.27 -0.22
O 1.36 -4.99 0.01
O -0.25 -6.42 -0.11
H -0.06 -3.59 -1.60
H -0.88 -3.65 0.06
H -1.39 -4.68 -1.37
C 1.92 -4.07 3.00
N 2.64 -3.11 2.07
O 3.88 -3.12 2.09
O 1.91 -2.32 1.43
H 1.72 -3.45 3.87
H 2.54 -4.96 3.17
H 1.01 -4.43 2.51
C -0.62 4.36 -3.87
N -0.30 3.08 -3.24
O -0.44 3.05 -2.03
O 0.21 2.24 -3.95
H 0.28 4.96 -4.00
H -1.56 4.73 -3.46
H -0.93 3.92 -4.82
C 3.49 -3.39 -1.47
N 2.50 -3.28 -2.58
O 1.86 -2.21 -2.72
O 2.47 -4.16 -3.44
H 2.87 -3.11 -0.62
H 4.28 -2.65 -1.59
H 3.81 -4.43 -1.45
C -1.60 -1.58 -4.51
N -2.93 -2.21 -4.40
O -3.69 -2.08 -5.37
O -3.11 -2.90 -3.38
H -1.45 -0.73 -3.85
H -1.49 -1.23 -5.53
H -0.81 -2.27 -4.19
C -2.69 0.67 4.92
N -1.86 1.44 3.92
O -1.94 2.68 3.90
O -1.05 0.86 3.17
H -2.75 -0.34 4.52
H -3.69 1.04 5.15
H -2.13 0.52 5.85
C -4.19 -2.20 0.22
N -4.54 -3.61 0.12
O -5.63 -4.00 0.51
O -3.74 -4.44 -0.19
H -3.23 -2.07 0.72
H -4.83 -1.85 1.03
H -4.36 -1.66 -0.71
C 1.69 1.98 3.49
N 2.33 2.24 4.81
O 3.50 2.61 4.80
O 1.63 2.16 5.78
H 1.35 0.95 3.56
H 2.52 2.05 2.79
H 0.87 2.69 3.37


4.
3 unconnected molecules or ions with the total composition C4H13NO2 at a distorted geometry. Source: the OMol25 dataset; level of theory: ωB97M-V/def2-TZVPD.

Output
DFT total energy   -9943.1881 eV
Energy above the lowest of the compared OMol25 structures with the same formula, charge and spin   97.30 kJ/mol
Maximum force   2.1 eV/A
SMILES   CC(C)=CN.O.O
HOMO energy   -7.71 eV
Frontier orbital gap   0.313 hartree
LUMO level   0.811 eV
Total charge   0

Cartesian coordinates (Å):
C 0.99 0.75 0.86
C -0.42 0.84 0.38
C -1.41 -0.21 0.82
C -0.90 1.92 -0.28
N -0.07 2.82 -0.93
H 1.84 0.63 0.19
H 1.06 -0.13 1.53
H 1.19 1.54 1.59
H -1.18 -1.24 0.50
H -2.40 0.08 0.48
H -1.34 -0.36 1.91
H -1.97 1.91 -0.43
H -0.35 3.53 -1.56
H 0.85 2.85 -0.54
O 0.69 -3.45 0.77
H 0.96 -2.93 0.03
H 1.03 -4.31 0.52
O 0.66 -1.38 -1.45
H 0.01 -1.51 -2.12
H 0.26 -0.81 -0.80


5.
4 unconnected molecules or ions with the total composition C23H44F6N2O4 at a distorted geometry. Source: the OMol25 dataset; level of theory: ωB97M-V/def2-TZVPD.

Output
DFT total energy   -52040.8063 eV
Maximum force   3.4 eV/A
SMILES   O=C(F)NC(=O)N(C(=O)O)C(F)(F)C(F)(F)F.CCCCCC.CCCCCC.CCCCCC
HOMO energy   -10.74 eV
Frontier orbital gap   0.399 hartree
LUMO level   0.129 eV
Total charge   0

Cartesian coordinates (Å):
O -4.02 3.96 2.13
C -4.73 3.02 2.41
F -5.20 2.20 1.50
N -5.17 2.74 3.74
C -4.34 1.74 4.33
O -3.56 1.09 3.67
N -4.44 1.54 5.72
C -5.47 2.29 6.41
O -5.62 3.47 6.35
O -6.29 1.46 7.09
C -3.17 1.53 6.42
F -2.57 0.39 6.25
F -3.45 1.67 7.71
C -2.16 2.66 6.07
F -2.77 3.81 5.97
F -1.52 2.39 4.96
F -1.28 2.72 7.05
H -6.14 2.41 3.72
H -6.31 1.79 8.00
C -1.79 0.07 1.38
C -3.01 -0.74 0.93
C -2.67 -2.19 0.60
C -1.68 -2.38 -0.55
C -2.10 -1.75 -1.88
C -3.39 -2.34 -2.44
H -1.04 0.13 0.59
H -2.08 1.09 1.63
H -1.33 -0.38 2.26
H -3.47 -0.25 0.07
H -3.75 -0.72 1.73
H -3.60 -2.73 0.38
H -2.26 -2.67 1.49
H -1.52 -3.45 -0.70
H -0.71 -1.97 -0.26
H -1.30 -1.90 -2.60
H -2.21 -0.67 -1.76
H -3.30 -3.41 -2.60
H -3.64 -1.88 -3.40
H -4.24 -2.16 -1.78
C 4.17 -1.19 -0.93
C 4.45 -0.41 0.35
C 4.29 -1.26 1.62
C 2.88 -1.81 1.84
C 1.78 -0.76 1.90
C 1.93 0.22 3.06
H 3.15 -1.56 -0.97
H 4.33 -0.55 -1.80
H 4.85 -2.05 -1.01
H 3.79 0.46 0.40
H 5.47 -0.02 0.32
H 4.59 -0.66 2.48
H 4.99 -2.09 1.58
H 2.88 -2.39 2.77
H 2.65 -2.53 1.04
H 0.82 -1.27 2.00
H 1.73 -0.20 0.96
H 1.94 -0.31 4.01
H 1.10 0.92 3.08
H 2.85 0.80 2.98
C 4.06 -0.15 -8.15
C 4.34 0.63 -6.87
C 4.19 -0.21 -5.60
C 2.79 -0.77 -5.35
C 1.68 0.27 -5.26
C 1.85 1.25 -4.11
H 3.03 -0.51 -8.18
H 4.21 0.49 -9.03
H 4.73 -1.00 -8.24
H 3.68 1.51 -6.82
H 5.36 1.02 -6.91
H 4.50 0.39 -4.74
H 4.90 -1.05 -5.65
H 2.81 -1.35 -4.42
H 2.54 -1.49 -6.14
H 0.73 -0.26 -5.14
H 1.60 0.82 -6.20
H 1.89 0.71 -3.15
H 1.01 1.94 -4.06
H 2.76 1.84 -4.21


6.
A single C5H4N2 molecule. Source: the OMol25 dataset; level of theory: ωB97M-V/def2-TZVPD.

Output
DFT total energy   -8222.9103 eV
Energy above the lowest of the compared OMol25 structures with the same formula, charge and spin   635.18 kJ/mol
Maximum force   0.9 eV/A
HOMO energy (alpha / beta)   -8.93 / -8.93 eV
Frontier orbital gap (alpha / beta)   0.303 / 0.303 hartree
LUMO level (alpha / beta)   -0.678 / -0.678 eV
Total charge   0

Cartesian coordinates (Å):
C 3.11 0.54 0.08
C 1.90 0.37 0.38
C 0.50 0.15 0.33
C -0.21 -1.02 -0.10
C -1.55 -0.60 -0.24
N -1.70 0.67 0.09
N -0.48 1.11 0.41
H 0.92 -0.12 -0.80
H 0.24 -1.99 -0.24
H -2.41 -1.18 -0.55
H -0.33 2.08 0.65


7.
A single C4H7N3S molecule at a distorted geometry. Source: the OMol25 dataset; level of theory: ωB97M-V/def2-TZVPD.

Output
DFT total energy   -19563.8115 eV
Energy above the lowest of the compared OMol25 structures with the same formula, charge and spin   382.71 kJ/mol
Maximum force   6.2 eV/A
SMILES   CNn1cncc1S
HOMO energy   -8.58 eV
Frontier orbital gap   0.331 hartree
LUMO level   0.434 eV
Total charge   0

Cartesian coordinates (Å):
C 1.84 -1.18 -1.11
N 0.46 -1.39 -0.97
N -0.33 -0.23 -0.71
C -0.68 0.82 -1.57
N -1.07 1.89 -1.00
C -0.62 1.65 0.31
C -0.19 0.35 0.51
S 0.01 -0.45 2.11
H 2.41 -1.26 -0.14
H 2.39 -2.04 -1.62
H 2.16 -0.47 -1.78
H 0.16 -2.28 -0.67
H -1.01 0.65 -2.74
H -0.78 2.39 1.21
H -1.07 -1.44 1.89


8.
2 unconnected molecules or ions with the total composition C4H9NS at a distorted geometry. Source: the OMol25 dataset; level of theory: ωB97M-V/def2-TZVPD.

Output
DFT total energy   -16615.7777 eV
Energy above the lowest of the compared OMol25 structures with the same formula, charge and spin   354.76 kJ/mol
Maximum force   3.3 eV/A
SMILES   C=CC.CN=S
HOMO energy   -8.63 eV
Frontier orbital gap   0.268 hartree
LUMO level   -1.325 eV
Total charge   0

Cartesian coordinates (Å):
C -2.33 -1.66 -1.07
C -2.63 -0.39 -0.91
C -1.79 0.66 -0.31
H -3.02 -2.28 -1.49
H -1.42 -2.11 -0.61
H -3.55 -0.09 -1.30
H -1.18 1.13 -1.00
H -2.27 1.47 0.18
H -1.06 0.33 0.48
C 0.75 0.46 2.46
N 2.13 0.97 2.25
S 2.68 0.86 0.76
H 0.68 -0.68 2.31
H -0.08 0.80 1.85
H 0.67 0.49 3.54


What is the formula in the eighth record?
C4H9NS